(1)
Here is C37H74Br7F6N8O8S2 as an isolated structure in a non-equilibrium geometry from the Open Molecules 2025 dataset. Energies are from ωB97M-V/def2-TZVPD.

XYZ file:
```
142
C37H74Br7F6N8O8S2 ωB97M-V/def2-TZVPD
C -2.15 -1.34 -0.14
C -1.39 -0.53 -1.23
N -0.33 0.68 -0.80
C 0.18 1.35 -2.16
C -1.13 1.63 0.20
C -2.37 2.33 -0.42
C 0.93 0.16 0.06
C 1.98 -0.82 -0.67
O 1.70 -1.14 -2.00
C 2.86 -1.55 -2.72
H -2.58 -2.29 -0.47
H -3.08 -0.79 0.05
H -1.69 -1.50 0.84
H -2.01 -0.11 -2.02
H -0.69 -1.20 -1.74
H -0.69 1.72 -2.70
H 0.51 0.64 -2.92
H 0.79 2.20 -1.86
H -0.44 2.08 0.92
H -1.52 0.94 0.95
H -2.98 1.62 -0.97
H -2.27 3.17 -1.10
H -2.99 2.69 0.41
H 0.40 -0.42 0.81
H 1.44 0.96 0.60
H 2.12 -1.74 -0.10
H 2.96 -0.38 -0.52
H 3.53 -0.73 -2.99
H 2.51 -1.90 -3.69
H 3.31 -2.37 -2.16
C 5.95 5.88 0.82
F 7.00 5.02 0.94
F 6.42 7.10 0.60
F 5.11 5.69 -0.20
S 4.89 5.87 2.47
O 3.79 4.95 2.29
O 5.89 5.45 3.41
N 4.25 7.47 2.69
S 5.35 8.28 3.56
O 6.78 8.01 3.28
O 5.03 9.72 3.43
C 4.80 7.81 5.36
F 3.52 7.63 5.29
F 5.29 6.66 5.82
F 4.99 8.76 6.23
Br 0.67 6.71 -1.39
C -1.69 -1.19 -7.93
O -1.37 -0.76 -6.79
N -1.41 -2.48 -8.39
C -2.24 -2.84 -9.48
C -0.51 -3.33 -7.64
H -2.37 -0.55 -8.51
H -2.79 -3.72 -9.15
H -1.63 -3.05 -10.36
H -2.82 -1.99 -9.85
H 0.30 -3.57 -8.32
H -0.03 -2.84 -6.80
H -1.18 -4.11 -7.30
C -6.05 -4.91 -5.99
O -5.74 -4.21 -6.93
N -5.37 -5.06 -4.79
C -5.73 -6.08 -3.76
C -4.09 -4.27 -4.67
H -6.82 -5.68 -6.11
H -6.63 -6.68 -3.85
H -5.66 -5.54 -2.81
H -5.00 -6.89 -3.82
H -3.81 -3.63 -5.50
H -4.22 -3.58 -3.83
H -3.31 -4.98 -4.39
C 5.04 -0.07 -7.47
O 4.86 -1.09 -8.06
N 6.18 0.29 -6.81
C 6.04 1.38 -5.78
C 7.48 -0.34 -6.90
H 4.26 0.69 -7.33
H 5.05 1.85 -5.70
H 6.73 2.15 -6.12
H 6.49 1.06 -4.84
H 7.45 -1.25 -7.49
H 8.20 0.40 -7.25
H 7.64 -0.79 -5.91
C -3.32 -1.67 8.91
C -4.41 -0.90 8.20
C -3.69 0.22 7.42
C -2.79 -0.21 6.37
N -2.08 -0.43 5.46
H -3.69 -2.48 9.53
H -2.65 -1.09 9.55
H -2.59 -2.18 8.28
H -5.17 -0.54 8.88
H -4.90 -1.60 7.52
H -3.13 0.92 8.04
H -4.41 0.86 6.91
C -1.41 4.76 6.22
C -0.58 5.37 7.41
C 0.70 4.54 7.76
C 0.44 3.24 8.20
N 0.33 2.14 8.54
H -0.68 4.71 5.42
H -2.24 5.42 5.97
H -1.73 3.77 6.55
H -1.23 5.30 8.28
H -0.18 6.37 7.24
H 1.30 4.81 8.63
H 1.30 4.47 6.86
C 2.75 -3.49 4.65
C 3.88 -4.21 5.50
C 3.36 -4.78 6.73
C 2.18 -5.74 6.60
N 1.26 -6.43 6.51
H 2.77 -2.48 5.06
H 1.76 -3.87 4.87
H 3.06 -3.60 3.60
H 4.75 -3.57 5.65
H 4.36 -5.03 4.97
H 3.01 -3.93 7.32
H 4.08 -5.32 7.33
Br -3.26 4.74 -7.95
C -3.76 6.06 -6.49
C -3.61 5.56 -5.02
Br -3.90 3.63 -4.85
H -4.84 6.04 -6.65
H -3.27 7.01 -6.67
H -4.30 6.06 -4.34
H -2.68 5.84 -4.52
Br 6.30 -6.92 1.03
C 4.62 -6.97 -0.12
C 4.55 -8.04 -1.26
Br 4.84 -9.74 -0.58
H 4.52 -5.95 -0.50
H 3.82 -7.12 0.60
H 5.24 -7.87 -2.10
H 3.61 -7.91 -1.79
Br -9.04 -1.73 0.42
C -8.40 -0.72 2.02
C -9.35 -0.44 3.24
Br -8.12 0.53 4.48
H -7.99 0.22 1.64
H -7.49 -1.25 2.31
H -9.72 -1.25 3.87
H -10.15 0.21 2.90
```

Calculated values
- Kohn-Sham gap (eV) = 4.3699
- molecular weight (g/mol) = 1496.50
- E_HOMO (eV) = -3.75
- net charge = -1
- E_LUMO (Eh) = 0.0227

Results of the Löwdin charge analysis, in e, for atoms 1 through 99: C -0.06; C -0.09; N -0.16; C 0.06; C -0.12; C -0.05; C -0.01; C -0.19; O -0.24; C -0.07; H 0.08; H 0.07; H 0.08; H 0.11; H 0.10; H 0.09; H 0.09; H 0.12; H 0.13; H 0.10; H 0.06; H 0.08; H 0.09; H 0.10; H 0.13; H 0.12; H 0.12; H 0.09; H 0.09; H 0.09; C -0.61; F 0.11; F 0.11; F 0.12; S 0.64; O -0.33; O -0.34; N -0.28; S 0.61; O -0.35; O -0.35; C -0.72; F 0.13; F 0.12; F 0.14; Br -0.96; C -0.27; O -0.05; N -0.22; C -0.08; C -0.03; H 0.13; H 0.09; H 0.08; H 0.09; H 0.09; H 0.08; H 0.09; C -0.35; O 0.00; N -0.18; C -0.05; C -0.03; H 0.13; H 0.08; H 0.08; H 0.08; H 0.08; H 0.07; H 0.08; C -0.38; O 0.03; N -0.20; C -0.04; C -0.05; H 0.13; H 0.08; H 0.08; H 0.08; H 0.08; H 0.09; H 0.09; C -0.14; C -0.23; C -0.20; C -0.24; N 0.13; H 0.07; H 0.08; H 0.07; H 0.11; H 0.11; H 0.12; H 0.11; C -0.08; C -0.22; C -0.20; C -0.30; N 0.14

=====

(2)
Here is a 11-piece molecular cluster, C37H74O15 overall in a non-equilibrium geometry from the Open Molecules 2025 dataset. Energies are from ωB97M-V/def2-TZVPD.

XYZ file:
```
126
C37H74O15 ωB97M-V/def2-TZVPD
C 4.47 1.67 0.86
C 5.38 0.52 0.65
O 5.16 -0.05 -0.61
C 5.82 -1.17 -0.97
C 5.69 -1.48 -2.39
O 6.71 -1.87 -0.28
H 4.51 1.84 1.87
H 3.36 1.58 0.66
H 4.94 2.55 0.28
H 6.31 0.84 0.60
H 5.37 -0.15 1.56
H 6.72 -1.73 -2.82
H 4.97 -0.91 -2.81
H 5.26 -2.39 -2.61
C -1.57 1.40 3.05
C -2.21 1.61 4.40
O -1.52 2.57 5.14
C -1.90 2.90 6.37
C -1.09 4.04 7.06
O -2.69 2.20 7.07
H -2.06 0.72 2.31
H -0.59 0.88 2.97
H -1.40 2.29 2.49
H -3.20 1.74 4.22
H -2.23 0.70 4.93
H -0.30 4.40 6.40
H -0.58 3.71 8.00
H -1.98 4.91 6.99
C 1.97 -1.84 -5.31
C 1.89 -3.14 -4.51
O 2.13 -2.84 -3.23
C 2.09 -3.85 -2.39
C 2.57 -3.40 -1.01
O 1.66 -5.00 -2.59
H 1.91 -2.09 -6.33
H 2.73 -1.27 -4.82
H 1.18 -1.29 -4.87
H 0.86 -3.75 -4.39
H 2.53 -3.93 -5.12
H 3.73 -3.07 -1.02
H 2.33 -4.40 -0.35
H 2.04 -2.79 -0.60
C -2.92 3.29 -1.15
C -3.41 2.89 0.29
O -4.82 2.79 0.29
C -5.60 2.64 1.34
C -7.09 2.52 1.12
O -5.13 2.49 2.52
H -3.42 2.60 -1.87
H -1.96 3.17 -1.07
H -3.37 4.28 -1.53
H -2.96 1.92 0.62
H -3.16 3.43 1.19
H -7.29 2.63 0.06
H -7.54 3.27 1.72
H -7.50 1.40 1.21
C 1.52 -0.89 -0.35
C 0.26 -0.62 -1.09
C -0.89 0.40 -0.52
O 0.23 -1.02 -2.32
H 1.36 -1.62 0.46
H 1.81 0.11 0.33
H 2.41 -1.22 -0.97
H -1.45 0.67 -1.32
H -0.59 1.39 -0.37
H -1.21 0.03 0.38
C 2.29 5.47 1.03
C 1.81 4.19 0.52
C 1.72 4.03 -0.98
O 1.50 3.20 1.31
H 1.99 6.23 0.59
H 3.23 5.73 0.81
H 1.97 5.46 2.24
H 0.96 4.66 -1.28
H 1.43 3.10 -1.27
H 2.69 4.18 -1.51
C 1.48 -1.44 3.53
C 1.10 -2.15 4.87
C 0.01 -1.74 5.75
O 1.91 -3.26 5.20
H 2.33 -1.79 3.02
H 1.93 -0.40 3.95
H 0.42 -1.21 2.93
H -0.72 -1.34 5.06
H 0.14 -0.75 6.50
H -0.36 -2.58 6.19
C -5.88 -0.55 -0.81
C -4.39 -0.81 -1.25
C -4.07 -0.96 -2.69
O -3.55 -1.08 -0.29
H -6.48 -0.75 -1.62
H -5.83 0.47 -0.25
H -6.15 -1.35 -0.32
H -3.49 0.02 -3.14
H -4.91 -0.98 -3.39
H -3.60 -1.76 -3.03
C -1.78 -1.58 1.92
C -0.63 -2.46 2.03
C -0.57 -3.47 3.34
O 0.36 -2.49 1.25
H -1.71 -1.23 0.83
H -1.75 -0.64 2.44
H -2.80 -2.06 1.81
H 0.51 -3.41 3.71
H -0.98 -4.46 2.93
H -1.21 -2.97 4.08
C 4.35 2.29 -4.97
C 2.99 2.52 -4.36
C 2.09 1.38 -3.81
O 2.34 3.69 -4.50
H 4.56 3.24 -5.32
H 4.27 1.67 -5.81
H 5.09 2.05 -4.44
H 1.74 0.77 -4.54
H 1.27 1.75 -3.24
H 2.62 0.76 -3.04
C -1.78 -3.22 -2.60
C -2.48 -4.52 -2.89
C -1.61 -5.62 -3.38
O -3.77 -4.83 -2.61
H -1.07 -3.39 -1.73
H -2.40 -2.57 -2.54
H -1.25 -2.66 -3.30
H -2.42 -6.28 -3.74
H -0.92 -6.07 -2.75
H -0.80 -5.27 -4.25
```

Calculated values
- Kohn-Sham gap (eV) = 9.7256
- molecular weight (g/mol) = 758.98
- SMILES = CCOC(C)=O.CCOC(C)=O.CCOC(C)=O.CCOC(C)=O.CC(C)=O.CC(C)=O.CC(C)=O.CC(C)=O.CC(C)=O.CC(C)=O.CC(C)=O
- E_HOMO (eV) = -9.63
- net charge = 0
- relative energy (zero: lowest compared OMol25 entry of this formula, charge and spin) (kJ/mol) = 670.41
- E_LUMO (Eh) = 0.0034

Results of the Löwdin charge analysis, in e, for atoms 1 through 99: C -0.06; C -0.26; O 0.00; C -0.43; C 0.00; O -0.01; H 0.05; H 0.07; H 0.12; H 0.08; H 0.16; H 0.15; H 0.04; H 0.05; C -0.05; C -0.21; O 0.02; C -0.48; C 0.01; O 0.03; H 0.05; H 0.08; H 0.07; H 0.09; H 0.10; H 0.05; H 0.10; H 0.16; C -0.04; C -0.29; O -0.03; C -0.49; C 0.04; O 0.07; H 0.08; H 0.06; H 0.04; H 0.14; H 0.16; H 0.15; H 0.17; H -0.12; C -0.01; C -0.18; O -0.02; C -0.50; C 0.01; O 0.04; H 0.08; H -0.02; H 0.11; H 0.10; H 0.11; H 0.07; H 0.07; H 0.14; C -0.06; C -0.29; C 0.02; O -0.02; H 0.02; H 0.15; H 0.08; H 0.03; H 0.05; H 0.00; C 0.00; C -0.39; C 0.00; O -0.03; H -0.01; H 0.05; H 0.19; H 0.07; H 0.02; H 0.11; C -0.02; C -0.40; C -0.04; O -0.09; H 0.07; H 0.14; H 0.11; H 0.05; H 0.18; H 0.05; C 0.03; C -0.31; C -0.01; O -0.02; H 0.05; H 0.11; H 0.02; H 0.16; H 0.09; H -0.01; C -0.05; C -0.40; C 0.01

=====

(3)
Here is a 3-piece molecular cluster, C37H77BN3O5 overall in a non-equilibrium geometry from the Open Molecules 2025 dataset. Energies are from ωB97M-V/def2-TZVPD.

XYZ file:
```
123
C37H77BN3O5 ωB97M-V/def2-TZVPD
C 5.12 -0.13 1.06
O 6.54 -0.01 0.81
C 6.81 1.07 -0.12
C 7.03 2.45 0.67
C 6.30 3.69 -0.07
C 5.34 4.42 0.96
C 4.33 5.46 0.28
C 3.30 4.80 -0.73
C 1.96 4.29 0.02
C 0.74 5.14 -0.57
C -0.71 4.54 -0.21
C -1.72 4.98 -1.39
C -3.24 5.00 -0.82
C -3.91 3.55 -0.75
B -4.94 3.30 0.51
C -5.76 4.64 1.01
O -6.30 4.31 2.36
C -7.72 4.53 2.41
C -6.12 2.21 0.00
C -5.62 0.74 0.23
O -6.00 0.04 1.21
N -4.65 0.22 -0.75
C -5.24 -0.83 -1.62
C -3.38 -0.22 -0.10
H 4.74 -1.06 0.52
H 4.99 -0.26 2.19
H 4.56 0.81 0.76
H 7.76 0.82 -0.71
H 5.94 1.13 -0.85
H 8.13 2.71 0.76
H 6.55 2.33 1.68
H 7.07 4.43 -0.48
H 5.76 3.27 -0.98
H 6.02 4.99 1.70
H 4.72 3.69 1.58
H 3.82 6.10 1.08
H 4.99 6.20 -0.31
H 3.01 5.59 -1.51
H 3.73 3.93 -1.30
H 2.08 4.38 1.15
H 1.79 3.19 -0.24
H 0.80 6.23 -0.23
H 0.86 5.12 -1.71
H -0.68 3.41 -0.13
H -1.04 5.02 0.76
H -1.47 6.07 -1.62
H -1.66 4.30 -2.29
H -3.15 5.52 0.20
H -3.85 5.64 -1.54
H -3.04 2.81 -0.61
H -4.37 3.26 -1.76
H -4.35 2.78 1.42
H -5.13 5.57 1.16
H -6.64 4.83 0.30
H -8.05 5.46 1.85
H -8.26 3.58 2.08
H -7.98 4.71 3.52
H -7.10 2.40 0.56
H -6.34 2.32 -1.12
H -4.43 -1.47 -2.10
H -5.78 -0.30 -2.47
H -6.04 -1.46 -1.09
H -3.25 0.37 0.86
H -3.37 -1.35 0.11
H -2.53 0.06 -0.82
C -5.18 -4.05 -8.33
C -4.53 -3.44 -7.06
C -3.44 -4.39 -6.52
C -4.00 -5.62 -5.80
C -5.01 -5.21 -4.73
C -6.13 -4.31 -5.27
N -5.60 -3.15 -6.06
O -5.10 -2.26 -5.18
C -7.09 -5.15 -6.15
C -7.02 -3.86 -4.09
C -3.83 -2.16 -7.57
H -6.20 -3.68 -8.48
H -4.62 -3.79 -9.23
H -5.21 -5.14 -8.31
H -2.80 -3.85 -5.82
H -2.79 -4.72 -7.33
H -4.45 -6.31 -6.51
H -3.17 -6.17 -5.33
H -5.43 -6.11 -4.28
H -4.47 -4.70 -3.92
H -7.84 -4.52 -6.63
H -7.62 -5.88 -5.54
H -6.58 -5.72 -6.92
H -6.45 -3.34 -3.31
H -7.49 -4.72 -3.61
H -7.82 -3.19 -4.43
H -4.56 -1.44 -7.96
H -3.14 -2.40 -8.38
H -3.24 -1.67 -6.80
C 6.23 -2.44 3.89
C 6.88 -1.85 5.16
C 7.95 -2.82 5.70
C 7.38 -4.03 6.42
C 6.38 -3.61 7.49
C 5.27 -2.69 6.94
N 5.82 -1.54 6.17
O 6.33 -0.66 7.05
C 4.30 -3.51 6.06
C 4.39 -2.22 8.13
C 7.61 -0.58 4.66
H 5.22 -2.04 3.74
H 6.79 -2.18 2.99
H 6.18 -3.53 3.90
H 8.61 -2.29 6.40
H 8.60 -3.15 4.88
H 6.91 -4.71 5.70
H 8.19 -4.60 6.88
H 5.93 -4.51 7.93
H 6.92 -3.11 8.30
H 3.56 -2.86 5.59
H 3.75 -4.23 6.67
H 4.79 -4.09 5.29
H 4.97 -1.72 8.91
H 3.91 -3.08 8.60
H 3.60 -1.54 7.79
H 6.90 0.16 4.27
H 8.30 -0.82 3.85
H 8.21 -0.10 5.43
```

Calculated values
- Kohn-Sham gap (alpha / beta) (eV) = 6.6787 / 5.8822
- molecular weight (g/mol) = 654.85
- E_HOMO (alpha / beta) (eV) = -4.73 / -4.73
- net charge = -1
- relative energy (zero: lowest compared OMol25 entry of this formula, charge and spin) (kJ/mol) = 700.02
- <S²> = 2.01
- multiplicity = 3
- E_LUMO (alpha / beta) (Eh) = 0.0717 / 0.0424

Results of the Löwdin charge analysis, in e, for atoms 1 through 99: C -0.10; O -0.25; C -0.23; C -0.16; C -0.20; C -0.22; C -0.22; C -0.21; C -0.21; C -0.24; C -0.20; C -0.22; C -0.24; C -0.18; B -0.59; C -0.18; O -0.26; C -0.17; C -0.08; C -0.40; O 0.01; N -0.20; C -0.12; C -0.11; H 0.10; H 0.08; H 0.09; H 0.12; H 0.11; H 0.11; H 0.10; H 0.11; H 0.09; H 0.12; H 0.11; H 0.11; H 0.10; H 0.10; H 0.09; H 0.11; H 0.11; H 0.12; H 0.11; H 0.10; H 0.11; H 0.10; H 0.11; H 0.09; H 0.10; H 0.08; H 0.09; H 0.09; H 0.09; H 0.10; H 0.08; H 0.08; H 0.08; H 0.09; H 0.10; H 0.08; H 0.09; H 0.09; H 0.09; H 0.08; H 0.08; C -0.04; C -0.48; C -0.14; C -0.19; C -0.14; C -0.49; N -0.05; O -0.01; C -0.05; C -0.04; C -0.05; H 0.09; H 0.08; H 0.06; H 0.12; H 0.12; H 0.10; H 0.11; H 0.12; H 0.13; H 0.09; H 0.08; H 0.05; H 0.07; H 0.08; H 0.09; H 0.09; H 0.08; H 0.08; C -0.04; C -0.48; C -0.14; C -0.19; C -0.14